(1)
Molecular formula: C24H42CrN4O3PS3
Method: DFT, ωB97M-V with the def2-TZVPD basis set

XYZ file:
```
78
Properties=species:S:1:pos:R:3:forces:R:3
Cr -0.330696 2.242881 -0.260161 -0.04 -0.05 0.14
N 0.020034 1.567972 1.567661 -0.31 0.19 -0.14
C 0.428207 2.667891 2.466382 -0.04 0.07 0.02
C 1.296040 3.659377 1.693687 0.03 -0.01 0.05
N 0.788951 3.906595 0.302773 -0.02 -0.01 -0.03
C 1.909861 4.012344 -0.684741 0.00 -0.02 0.00
C 2.532426 2.646020 -0.893568 -0.09 0.02 0.01
N 1.461096 1.614536 -1.022653 0.38 0.16 0.12
C -0.089065 5.105005 0.215066 -0.05 -0.03 0.01
C -1.450128 4.813958 0.813871 0.01 0.01 0.00
N -1.964563 3.551510 0.197665 0.02 -0.03 0.02
H -0.753062 1.036877 1.968478 -0.01 0.01 -0.03
H 0.834394 0.841427 1.481914 0.04 -0.04 0.01
H 0.994899 2.275052 3.312542 0.02 -0.03 -0.02
H -0.464393 3.142216 2.869022 0.01 0.01 0.05
H 2.305182 3.261044 1.612910 -0.02 -0.03 -0.01
H 1.362398 4.604357 2.236282 0.03 0.01 -0.03
H 2.648276 4.747221 -0.355230 -0.01 0.01 0.01
H 1.474507 4.375355 -1.618024 0.02 0.00 -0.01
H 3.138616 2.351702 -0.035753 0.03 -0.01 -0.03
H 3.195254 2.653346 -1.757080 -0.05 0.01 -0.04
H 1.827092 0.810707 -0.459673 -0.42 -0.19 -0.02
H 1.372126 1.226255 -1.960613 0.04 0.01 -0.04
H -0.212404 5.344299 -0.843641 0.03 0.01 -0.01
H 0.379599 5.969432 0.690396 0.01 -0.01 0.02
H -2.128539 5.647115 0.634091 -0.01 0.00 -0.01
H -1.393937 4.671719 1.889531 0.00 0.00 0.01
H -2.459043 3.775799 -0.666194 0.00 0.00 0.00
H -2.676941 3.135464 0.794342 0.01 0.00 0.00
C 4.187848 -2.887068 -1.539375 0.01 0.01 0.01
C 4.175412 -3.088032 -0.040240 0.05 0.00 -0.05
C 5.143334 -2.184319 0.693130 -0.02 0.00 0.01
O 2.824967 -2.976689 0.510489 -0.04 0.00 0.08
P 1.708239 -1.873912 0.455519 -0.01 0.01 -0.14
S 0.971466 -1.515877 -1.335731 0.03 -0.02 0.07
S 2.402882 -0.205581 1.400062 0.42 -0.10 0.07
O 0.547407 -2.537481 1.310653 -0.02 -0.04 0.01
C 0.602575 -3.279971 2.574879 0.01 0.02 0.07
C 1.343860 -4.595701 2.451405 -0.03 0.01 -0.03
C 1.112909 -2.415963 3.709741 0.01 -0.05 -0.02
H 5.180823 -3.138832 -1.913670 -0.01 0.00 0.00
H 3.973777 -1.850393 -1.801594 0.00 -0.01 0.00
H 3.457414 -3.527786 -2.030312 0.00 0.01 0.00
H 4.416172 -4.126736 0.185651 -0.01 -0.01 0.00
H 4.992854 -1.138772 0.425967 0.00 0.00 0.01
H 6.160082 -2.467284 0.419148 0.00 0.00 0.00
H 5.036886 -2.288619 1.772398 0.01 0.00 0.00
H -0.453855 -3.498771 2.740488 0.00 0.05 0.02
H 2.419265 -4.449840 2.395636 0.01 0.00 0.00
H 1.015248 -5.147666 1.571526 0.01 0.00 0.00
H 1.123543 -5.195165 3.335564 -0.01 -0.01 0.00
H 2.181193 -2.223228 3.613055 -0.01 0.02 0.00
H 0.942064 -2.938039 4.651791 0.01 0.00 0.00
H 0.587891 -1.460898 3.744422 0.00 0.00 0.01
O -1.413441 0.932919 -1.064252 -0.06 0.08 -0.20
S -2.941125 0.701905 -1.353976 0.05 -0.03 0.04
C -2.947650 -0.002850 -2.960403 -0.04 -0.03 -0.02
C -2.151103 -1.099539 -3.278366 0.00 0.00 0.03
C -2.228971 -1.607870 -4.560828 0.00 0.00 -0.01
C -3.095504 -1.038131 -5.491261 -0.01 0.01 0.00
C -3.886303 0.050966 -5.155382 0.02 -0.03 -0.02
C -3.812913 0.583756 -3.877002 0.00 0.02 0.02
C -3.374697 -0.607862 -0.255633 0.02 -0.01 0.05
C -4.695088 -0.622465 0.181587 0.00 0.03 -0.03
C -5.109756 -1.660295 1.000995 0.00 -0.01 0.01
C -4.206776 -2.646923 1.374553 0.01 0.00 0.00
C -2.886165 -2.602672 0.940850 0.00 0.02 0.00
C -2.450888 -1.578783 0.114960 0.01 0.02 -0.01
H -1.480614 -1.535190 -2.547574 0.01 0.00 -0.01
H -1.618854 -2.457317 -4.835866 0.00 0.00 0.00
H -3.153597 -1.453114 -6.488565 0.00 0.00 0.00
H -4.557341 0.484863 -5.883333 0.00 0.00 0.00
H -4.425267 1.431957 -3.596283 0.00 0.00 0.00
H -5.389258 0.153491 -0.119374 0.00 -0.01 0.00
H -6.133436 -1.697160 1.346853 0.00 0.00 0.00
H -4.534992 -3.457459 2.011479 0.00 0.00 0.00
H -2.185983 -3.373082 1.232361 0.00 0.00 -0.01
H -1.420731 -1.543978 -0.225411 0.01 0.00 0.00
```
Forces are in eV/Å.

Properties
- Total energy: -107878.815 eV
- Total charge: +2
- 2S+1: 4
- Molecular weight: 613.796 g/mol


(2)
Molecular formula: C24H42CuF6N2O8PS4
Method: DFT, ωB97M-V with the def2-TZVPD basis set

XYZ file:
```
88
Properties=species:S:1:pos:R:3:forces:R:3
Cu 2.392446 -0.542891 0.250111 -0.22 0.86 0.32
P -1.679449 3.514479 0.329242 -1.96 0.69 0.24
F -0.980177 3.789062 -1.103190 0.51 0.16 -0.07
F -1.391083 1.948385 0.115021 -0.03 -0.36 0.16
F -0.254186 3.726329 1.110419 -0.17 -0.18 -0.44
F -2.350168 3.197879 1.808905 0.02 -0.04 -1.14
F -2.030883 5.053022 0.475493 0.46 0.65 0.41
F -3.134734 3.386705 -0.472944 0.79 -0.83 0.76
N 2.516219 -3.413610 0.196386 -0.66 -0.35 -0.12
C 3.645175 -3.378319 0.952706 1.00 0.47 -0.21
C 4.559680 -2.441917 0.484740 -2.52 0.08 -1.17
C 3.827657 -1.847208 -0.707405 0.97 -0.23 2.28
C 2.589368 -2.461737 -0.761291 0.61 0.25 -0.29
H 1.629481 -3.895970 0.397801 0.98 0.29 0.18
H 3.696428 -3.993123 1.814170 0.21 -0.43 0.56
H 5.462184 -2.135134 1.016301 -0.29 -0.16 -0.64
H 4.125853 -1.079703 -1.386392 0.52 0.17 -0.39
H 1.839783 -2.336782 -1.497723 -0.61 -0.07 -0.59
N -0.079459 -3.750764 3.532150 1.85 -0.20 -0.55
C -0.604040 -4.985640 3.808475 -2.91 1.75 1.66
C 0.078953 -5.959726 3.202186 1.82 0.53 -0.31
C 1.188056 -5.280438 2.626956 1.28 -0.01 -1.86
C 1.091470 -3.908135 2.794062 -1.83 -2.88 1.19
H -0.253217 -2.889201 4.007927 -0.54 0.25 0.05
H -1.528864 -4.962081 4.419163 0.79 -0.44 -0.48
H 0.028312 -7.011814 3.254500 -0.58 -0.78 0.07
H 1.943151 -5.780613 1.992624 -0.36 0.35 0.59
H 1.734194 -3.152417 2.477985 0.37 1.21 -0.03
C -3.497091 -2.433216 -0.545269 0.49 1.57 -1.89
C -2.888944 -3.773181 -0.580171 1.28 -1.17 1.07
C -1.949431 -3.906090 0.660212 -1.36 1.34 -0.16
S -1.393707 -2.173626 1.036427 -0.08 -0.53 0.20
O 0.017462 -1.987052 0.722899 -0.32 0.08 0.15
O -1.889072 -1.775077 2.359085 0.27 -0.52 -1.35
C -2.350584 -1.438084 -0.268148 -1.77 -0.62 1.13
H -4.382802 -2.247135 -0.005798 -0.73 -0.16 1.48
H -3.834356 -2.250064 -1.557174 -0.08 0.39 -0.47
H -2.293496 -3.856971 -1.491425 0.15 0.04 0.06
H -3.581275 -4.602228 -0.608168 -0.34 -0.16 0.14
H -1.197394 -4.626653 0.445064 0.98 -0.28 0.49
H -2.522695 -4.081070 1.570284 0.10 -0.60 -0.07
H -1.700274 -1.417981 -1.083679 1.10 0.13 -1.46
H -2.723990 -0.458157 -0.037723 0.16 0.55 0.39
C -1.568477 2.351499 -3.637132 -0.40 0.12 -0.11
C -2.416446 1.860879 -4.839474 -1.67 2.38 0.40
C -2.305910 0.404842 -5.060458 1.02 -1.96 -1.84
S -0.950690 -0.121700 -4.038519 0.64 0.15 2.74
O 0.322490 0.207660 -4.631554 -0.19 -0.11 -0.55
O -1.129925 -1.442861 -3.451135 -0.16 0.25 -0.72
C -1.285005 1.130669 -2.780370 2.13 0.93 -0.37
H -2.194840 3.080160 -3.107388 0.66 -0.10 0.08
H -0.643284 2.805350 -3.990863 -0.21 0.00 0.11
H -2.194386 2.450867 -5.724631 0.36 -0.22 -0.18
H -3.455971 2.212161 -4.614189 0.56 -0.87 -0.17
H -1.960721 0.156936 -6.095745 -0.40 0.14 0.70
H -3.121396 -0.276063 -4.829093 -0.29 0.37 0.17
H -0.512957 1.275405 -1.975480 -0.24 -0.38 -1.24
H -2.135990 0.871470 -2.256222 -2.05 -0.84 0.94
C 0.140107 1.411701 5.201069 -0.05 0.41 -0.56
C -1.056325 1.406389 4.227031 0.81 0.49 -1.84
C -0.590031 0.990386 2.782848 0.69 -0.63 0.24
S 1.126781 0.441745 2.994194 -0.71 0.66 -1.93
O 1.908542 0.883129 1.790773 -0.39 -1.03 1.13
O 1.198003 -0.948062 3.366369 0.26 -0.24 0.23
C 1.488404 1.428831 4.413552 -1.16 0.80 0.46
H 0.031309 0.521523 5.803351 0.53 -0.22 0.26
H -0.046505 2.282319 5.835697 0.75 -0.16 0.11
H -1.372741 2.452757 4.046042 -0.57 -0.80 0.59
H -1.765449 0.714004 4.661859 -0.68 0.35 -0.40
H -0.484524 1.825731 2.094049 -0.05 0.05 0.45
H -1.136221 0.196531 2.227062 0.38 0.59 0.92
H 1.814421 2.423638 4.105586 -0.24 -0.04 -0.14
H 2.270349 0.970358 4.960455 0.86 -0.56 0.44
C 1.970272 5.103320 -1.966842 1.03 0.46 0.93
C 1.301211 4.443714 -3.162709 1.20 0.14 -0.74
C 1.972955 3.046198 -3.298385 -0.62 1.22 -0.61
S 2.624466 2.634373 -1.721380 -1.34 -2.03 -1.20
O 4.040895 2.674106 -1.896302 1.21 0.13 0.71
O 2.011825 1.380078 -1.285923 0.28 0.04 0.55
C 2.039324 3.999334 -0.863946 0.73 1.73 -0.38
H 1.361427 5.962508 -1.681239 0.15 -0.12 0.47
H 3.020660 5.509236 -2.182293 -1.43 -0.75 0.03
H 1.595373 5.091433 -3.998088 -0.44 -0.42 -0.26
H 0.203062 4.417196 -3.099562 0.59 -0.11 0.26
H 2.899553 3.100918 -3.876836 -0.49 -0.14 -0.41
H 1.260879 2.311017 -3.631673 0.22 -0.56 -0.25
H 2.780917 4.114562 -0.097475 0.20 0.59 0.64
H 1.070106 3.861734 -0.469821 -0.78 -0.55 0.47
```
Forces are in eV/Å.

Properties
- Total energy: -158507.685 eV
- Total charge: 0
- Molecular weight: 823.382 g/mol


(3)
Molecular formula: C24H42N13O12
Method: DFT, ωB97M-V with the def2-TZVPD basis set

XYZ file:
```
91
Properties=species:S:1:pos:R:3:forces:R:3
O 17.095700 14.131580 0.077440 -1.47 -3.53 -1.20
C 17.641840 15.186880 0.606030 6.88 0.08 0.89
O 18.867040 15.099820 0.867050 -0.05 0.65 0.15
O 16.846320 16.089170 0.726900 -2.24 4.08 1.18
H 16.305970 14.636320 0.285180 -3.04 -1.28 -1.11
C 18.864090 8.849180 1.708080 1.36 0.27 1.10
O 19.165030 9.459330 2.691710 0.03 1.32 2.58
N 18.542350 9.467190 0.594350 -1.16 0.62 -3.12
N 18.998210 7.520790 1.647850 -0.38 -2.18 -0.98
H 18.211690 8.927320 -0.192610 -0.03 0.37 0.10
H 18.444690 10.471870 0.560090 0.09 -0.24 0.24
H 19.199350 6.992500 2.484850 0.16 0.35 -0.37
H 19.168000 7.135470 0.729810 -0.06 -0.43 0.48
C 22.331570 13.871590 5.877310 0.10 3.56 5.02
O 23.214290 14.087190 6.687830 0.26 0.40 1.09
N 22.458980 13.179240 4.862880 0.78 -4.93 -6.63
N 21.086150 14.378080 5.906590 -2.02 2.26 2.11
H 21.552820 13.126500 4.419950 0.92 -1.28 -1.13
H 23.176300 12.468530 4.841640 -0.34 0.11 -0.40
H 20.319110 14.168750 5.283750 0.39 0.03 0.13
H 20.908240 15.051380 6.638110 -0.13 -0.16 -0.25
C 22.134410 12.991300 -3.241470 1.92 0.53 -0.22
O 22.919850 12.839690 -4.156880 0.10 -0.49 -1.21
N 20.864940 12.709290 -3.219390 -3.43 -1.08 -1.09
N 22.546090 13.504950 -2.098440 1.93 0.96 2.25
H 20.333440 12.926990 -2.388590 -0.29 -0.04 -0.54
H 20.447140 12.596010 -4.131920 -0.37 -0.09 0.47
H 21.959900 13.747180 -1.312440 0.32 -0.05 -0.16
H 23.553060 13.582600 -2.088980 -0.29 0.34 0.60
C 19.188990 20.997400 2.902420 4.51 2.18 3.74
O 19.812370 22.020560 3.177130 -0.15 0.91 -0.52
N 18.094490 20.940220 2.270170 -5.48 -0.07 -3.67
N 19.583670 19.858450 3.449040 0.21 -2.15 -0.02
H 17.528870 21.766950 2.141030 0.45 -0.20 -0.19
H 17.729800 20.058030 1.940240 -0.14 0.27 0.10
H 20.386400 19.898720 4.060670 -0.32 -0.47 -0.27
H 18.932060 19.101950 3.296660 0.90 -0.57 0.77
C 24.950940 18.974020 1.594440 -2.48 0.43 -0.74
O 24.591250 20.051940 1.901400 -1.58 4.11 1.83
N 26.121140 18.775640 1.109480 5.50 -1.38 -1.35
N 24.151190 17.930700 1.457770 -0.94 -2.64 0.27
H 26.811030 19.504480 1.223330 -0.10 -0.38 0.01
H 26.394480 17.828090 0.891450 0.47 0.51 -0.16
H 23.144810 18.014630 1.442170 0.43 -0.25 0.34
H 24.685080 17.073670 1.434100 -1.33 -0.41 -0.18
C 13.221440 13.258890 6.100480 2.08 0.35 -0.06
C 11.938030 12.964360 6.412190 0.45 1.80 0.73
C 11.372180 11.855560 5.921870 2.32 -1.69 -1.95
C 12.177880 10.982420 5.133800 -2.05 0.62 0.05
C 13.483700 11.280550 4.810150 -0.77 -0.95 -0.13
C 13.992340 12.444890 5.279190 0.86 1.01 0.59
O 15.247100 12.889940 5.001270 0.45 0.40 0.21
O 10.082110 11.679550 6.058460 -2.72 -1.09 0.16
H 13.734940 14.102180 6.538190 -0.14 0.30 -0.14
H 11.367730 13.726320 6.922650 -0.25 -0.08 0.38
H 11.646680 10.251930 4.541690 0.04 -0.56 0.35
H 14.032700 10.587420 4.190030 0.18 0.12 -0.17
H 15.744600 12.305030 4.425090 -0.17 -0.20 -0.08
H 9.743290 12.418680 6.568830 -0.27 -0.04 0.04
C 9.177240 15.932950 1.365250 -1.14 0.43 -0.54
C 10.416850 16.492980 1.501230 0.93 -1.38 0.96
C 10.625350 17.782240 1.891760 0.31 0.64 -0.65
C 9.488400 18.619320 2.002540 1.52 -0.39 0.12
C 8.197800 18.114630 1.788860 1.56 0.06 0.38
C 8.070380 16.764070 1.484570 -2.18 -0.52 -0.24
O 6.753330 16.216100 1.275480 1.84 0.31 0.19
O 11.924400 18.246790 2.095680 -1.41 1.39 0.57
H 9.097710 14.887130 1.107700 -0.28 -0.01 0.11
H 11.244910 15.803870 1.577630 0.34 -0.03 -0.49
H 9.737760 19.633370 2.278080 -0.56 0.28 0.02
H 7.369580 18.793560 1.928510 -0.25 -0.19 -0.18
H 6.140920 16.705470 1.829620 -0.01 0.11 0.01
H 12.686470 17.728000 1.827910 -0.60 -0.73 -0.25
C 13.144330 17.770910 -3.255290 0.98 1.72 0.68
C 12.462240 16.563760 -3.610970 -2.74 -6.09 -1.75
N 11.948090 15.518240 -3.936370 2.66 5.66 1.75
H 13.407410 17.906900 -2.206290 -0.45 -0.73 0.33
H 12.592420 18.686450 -3.468120 -0.28 -0.24 -0.40
H 14.133730 17.883410 -3.698610 -0.16 -0.36 -0.59
C 15.346380 10.354760 -4.074270 -0.21 -1.07 1.14
C 15.437990 9.132750 -4.889370 0.69 -2.10 -2.61
N 15.517850 8.144890 -5.530120 -0.32 3.06 2.11
H 14.426390 10.165850 -3.521070 -0.22 0.62 0.10
H 15.370260 11.365710 -4.481100 -0.12 -0.53 -0.66
H 16.121110 10.295850 -3.309790 0.17 0.05 -0.07
C 20.766950 18.857900 -2.604050 -0.51 -0.37 0.29
C 22.145830 18.787360 -2.998280 0.33 0.54 -0.02
N 23.255000 18.755060 -3.272310 0.56 -0.11 -0.23
H 20.517360 19.779690 -2.078590 0.20 0.02 -0.13
H 20.631180 18.028770 -1.909630 -0.48 -0.03 -0.04
H 20.132770 18.745450 -3.483410 -0.10 -0.07 0.18
```
Forces are in eV/Å.

Properties
- Total energy: -69511.511 eV
- Total charge: -1
- Molecular weight: 704.679 g/mol


Q: The lowest total energy belongs to which entry?
A: C24H42CuF6N2O8PS4


Q: Number 3 is which compound?
A: C24H42N13O12


Q: Among the records above, which one has the highest total charge?
A: C24H42CrN4O3PS3


Q: Among the records above, which one has the highest total energy?
A: C24H42N13O12